Record 1
A molecular structure, C34H22N4O2S2Zn at a distorted geometry. Source: the OMol25 dataset; level of theory: ωB97M-V/def2-TZVPD.

Atoms and positions in Å:
Zn  -0.4694  -0.0271  -0.9359
O  0.0020  -0.6835  -2.6833
C  0.1535  0.0782  -3.7319
C  1.1658  -0.2332  -4.6783
C  1.2435  0.4647  -5.8914
C  0.4068  1.5688  -6.1905
C  -0.5991  1.9005  -5.2718
C  -0.7564  1.2745  -4.0438
C  -1.7250  1.6729  -3.0839
N  -1.7029  1.3273  -1.8352
N  -2.4687  2.0508  -1.0199
C  -2.1858  1.8304  0.2474
O  -1.3299  0.9758  0.6179
C  -2.9559  2.5617  1.2324
C  -4.0348  3.3249  0.8379
C  -4.7038  4.1359  1.7340
C  -4.3477  4.2453  3.0343
C  -3.2274  3.5084  3.4569
C  -2.5847  2.6337  2.5782
H  1.9259  -0.9997  -4.4163
H  1.9671  0.2844  -6.6282
H  0.5276  2.2031  -7.0183
H  -1.1737  2.7914  -5.5651
H  -2.6076  2.3121  -3.4014
H  -4.3215  3.3668  -0.1957
H  -5.5537  4.7261  1.4148
H  -4.8568  4.8971  3.7494
H  -2.6827  3.6243  4.3668
H  -1.7036  2.0612  2.8596
S  6.3783  1.5361  0.4120
C  6.9660  2.9460  -0.5204
C  5.8940  3.5146  -1.1264
C  4.6600  2.7664  -1.0309
C  4.7554  1.6382  -0.2036
C  3.6362  0.8360  0.2413
C  2.4064  0.9000  -0.3319
N  1.4496  0.0342  -0.1658
C  1.7153  -1.0826  0.6275
C  2.9750  -1.2091  1.3160
C  3.1603  -2.2498  2.2383
C  2.1859  -3.1464  2.5279
C  0.9249  -3.0671  1.8907
C  -0.1483  -3.9578  2.1134
C  -1.4025  -3.7536  1.5847
C  -1.5266  -2.7708  0.5289
N  -0.5590  -1.9176  0.2619
C  0.6508  -1.9885  0.9229
C  -2.5950  -4.5120  2.0854
C  -2.4970  -5.2892  3.2182
C  -3.6294  -6.1784  3.2945
C  -4.6137  -5.8928  2.4131
S  -4.0940  -4.7234  1.2284
C  3.8351  -0.1708  1.1832
H  8.0357  3.2115  -0.7050
H  6.0418  4.4108  -1.6740
H  3.7360  3.0020  -1.5144
H  2.2639  1.5833  -1.1622
H  4.2069  -2.4583  2.6107
H  2.4568  -3.9844  3.1316
H  -0.0375  -4.7942  2.8293
H  -2.4838  -2.5257  -0.0094
H  -1.7191  -5.3206  3.9609
H  -3.6144  -6.9144  4.1365
H  -5.5851  -6.2605  2.4417
H  4.7702  -0.0879  1.7061

The value obtained for the calculated total energy is -4254.04898 a.u.

Calculated atomic charges, method Löwdin, unit e: 0.71, -0.17, -0.32, -0.04, -0.09, -0.11, -0.08, -0.14, -0.08, -0.08, 0.04, -0.48, -0.10, -0.16, -0.03, -0.11, -0.10, -0.08, -0.02, 0.11, 0.07, 0.07, 0.11, 0.15, 0.10, 0.10, 0.11, 0.09, 0.11, 1.01, -0.36, -0.19, -0.09, -0.47, -0.20, -0.05, 0.10, -0.07, -0.14, -0.02, -0.02, -0.10, 0.04, -0.17, -0.03, 0.09, -0.09, -0.49, -0.12, -0.18, -0.39, 1.04, 0.03, 0.09, 0.09, 0.10, 0.14, 0.15, 0.11, 0.13, 0.14, 0.11, 0.12, 0.05, 0.10


Record 2
A molecular structure, C5H6N2. Source: the OMol25 dataset; level of theory: ωB97M-V/def2-TZVPD.

Atoms and positions in Å:
N  0.5192  0.9782  1.6490
C  1.0732  -0.1366  1.7962
C  -0.2864  -0.2702  1.3219
C  -0.5501  -0.5600  -0.1393
C  -0.6879  0.6633  -1.0932
C  0.5490  0.0384  -1.6662
N  0.6794  -0.9688  -0.8824
H  -1.0881  -0.5063  2.0221
H  -1.3442  -1.3073  -0.2420
H  -1.5705  0.6938  -1.7395
H  -0.5403  1.6324  -0.6055
H  1.2127  0.2960  -2.4938
H  2.0339  -0.5530  2.0727

The energy relative to the best compared isomer or geometry (same formula, charge and spin) is 79.3 kcal/mol.

Calculated atomic charges, method Löwdin, unit e: 0.15, -0.10, -0.25, -0.32, -0.10, -0.15, 0.10, 0.11, 0.13, 0.10, 0.10, 0.10, 0.11


Record 3
2 unconnected molecules or ions with the total composition C5H14 at a distorted geometry. Source: the OMol25 dataset; level of theory: ωB97M-V/def2-TZVPD.

Atoms and positions in Å:
C  -2.4276  -0.7523  0.6629
C  -3.1415  0.5780  0.9836
H  -1.4128  -0.7121  1.0766
H  -2.9006  -1.5354  1.2525
H  -2.4083  -0.8800  -0.4127
H  -3.2974  0.6844  2.0485
H  -2.5231  1.3951  0.6010
H  -4.0764  0.5993  0.4227
C  2.0901  -0.1839  -0.0737
C  1.6151  -1.0118  -1.2944
C  2.0461  1.3353  -0.2871
H  1.4881  -0.4248  0.8096
H  3.0874  -0.5328  0.2131
H  2.4051  -1.7301  -1.5420
H  1.4259  1.5779  -1.1488
H  1.5896  1.8529  0.5603
H  3.0261  1.7985  -0.4089
H  0.7917  -1.6715  -1.0226
H  1.3601  -0.3788  -2.1389

The energy relative to the best compared isomer or geometry (same formula, charge and spin) is 10.1 kcal/mol. As for the structure (SMILES): CCC.CC.

Calculated atomic charges, method Löwdin, unit e: -0.17, -0.17, 0.05, 0.06, 0.06, 0.06, 0.06, 0.06, -0.30, -0.11, -0.12, 0.08, 0.09, 0.06, 0.06, 0.06, 0.06, 0.06, 0.06


Record 4
A molecular structure, C56H53BaBr2Cl4GeN5O5Se2 at a distorted geometry. Source: the OMol25 dataset; level of theory: ωB97M-V/def2-TZVPD.

Atoms and positions in Å:
Ba  0.0075  -1.7542  -0.3100
Se  -2.9690  -3.6473  2.9805
Se  -0.6811  -3.4699  2.7355
C  -0.0791  -2.6162  4.3413
C  -0.8887  -2.1511  5.3654
C  -0.2602  -1.6219  6.4845
C  1.1254  -1.5652  6.5258
C  1.8361  -2.0394  5.4334
N  1.2460  -2.5699  4.3564
C  -3.6211  -2.4756  1.5890
C  -4.9584  -2.1008  1.6848
C  -5.5129  -1.3416  0.6663
C  -4.7166  -0.9754  -0.4121
C  -3.4007  -1.3943  -0.4192
N  -2.8534  -2.1381  0.5614
H  -1.9651  -2.2077  5.2864
H  -0.8517  -1.2492  7.3143
H  1.6516  -1.1466  7.3778
H  2.9217  -2.0000  5.4166
H  -5.5458  -2.3932  2.5491
H  -6.5529  -1.0328  0.7193
H  -5.1005  -0.3783  -1.2324
H  -2.7493  -1.1084  -1.2478
C  -3.4726  0.5956  3.8658
C  -2.0131  0.8027  4.1801
C  -1.6228  1.3962  5.4050
C  -0.2981  1.5744  5.6762
C  0.6743  1.1710  4.7323
C  2.0717  1.3143  4.9036
Br  2.7762  2.0383  6.5168
C  2.9407  0.9217  3.9278
C  2.4646  0.3815  2.7269
Br  3.7024  -0.1486  1.3946
C  1.1082  0.2083  2.4537
O  0.6426  -0.2444  1.3411
C  0.1955  0.5982  3.5244
N  -1.1331  0.4269  3.2805
H  -4.0138  1.5486  3.8557
H  -3.9478  -0.0422  4.6218
H  -3.5715  0.1204  2.8915
H  -2.3846  1.7035  6.1183
H  0.0229  2.0239  6.6065
H  4.0071  1.0301  4.0747
Cl  3.5859  -4.0005  -5.0080
C  2.2082  -5.0455  -4.8445
C  1.4241  -5.2828  -5.9592
C  0.3520  -6.1459  -5.8618
C  0.0529  -6.7350  -4.6435
C  0.8194  -6.4632  -3.5247
Cl  0.2978  -7.1010  -2.0037
C  1.9538  -5.6316  -3.5896
N  2.7479  -5.3347  -2.4844
C  3.2347  -6.2760  -1.5365
C  3.5336  -7.5799  -1.9337
C  4.0134  -8.5033  -1.0210
C  4.2185  -8.1272  0.2994
C  3.9274  -6.8299  0.6916
C  3.4294  -5.8821  -0.2041
C  3.1258  -4.4940  0.3224
C  1.9600  -3.7333  -0.3167
O  2.2125  -2.6961  -1.0048
O  0.7868  -4.1283  -0.0872
H  1.6764  -4.8014  -6.8961
H  -0.2592  -6.3535  -6.7328
H  -0.8023  -7.3903  -4.5373
H  3.1608  -4.4189  -2.4717
H  3.3722  -7.8591  -2.9699
H  4.2300  -9.5195  -1.3426
H  4.5981  -8.8427  1.0242
H  4.0711  -6.5401  1.7317
H  3.9981  -3.8390  0.2736
H  2.8669  -4.6343  1.3721
Cl  -0.0793  5.7562  -4.6591
C  -0.8493  4.4228  -5.4731
C  -1.6913  4.7089  -6.5319
C  -2.2932  3.6711  -7.2195
C  -2.0688  2.3656  -6.8251
C  -1.2474  2.0884  -5.7455
Cl  -1.1061  0.4437  -5.2307
C  -0.5859  3.1063  -5.0390
N  0.2351  2.8538  -3.9206
C  1.3926  2.0056  -3.9544
C  2.0307  1.7043  -5.1501
C  3.1708  0.9128  -5.1419
C  3.6839  0.4363  -3.9525
C  3.0491  0.7286  -2.7544
C  1.9037  1.5063  -2.7360
C  1.2039  1.8200  -1.4332
C  -0.2313  1.3159  -1.3750
O  -1.1714  2.0529  -0.8542
O  -0.4685  0.1608  -1.7407
H  -1.8533  5.7426  -6.8181
H  -2.9469  3.8816  -8.0600
H  -2.5514  1.5364  -7.3381
H  0.3668  3.6724  -3.3507
H  1.6361  2.0930  -6.0816
H  3.6658  0.6741  -6.0785
H  4.5753  -0.1757  -3.9545
H  3.4384  0.3326  -1.8168
H  1.2740  2.8793  -1.1792
H  1.7041  1.2846  -0.6108
C  -5.1802  4.8086  2.2607
C  -4.5023  5.8092  1.3285
C  -3.0360  5.4862  1.0558
C  -2.8433  4.1823  0.2791
Ge  -0.9594  3.7259  -0.0708
C  0.1220  3.3469  1.5278
C  0.4908  4.4865  2.4900
C  1.8063  5.1741  2.1328
C  1.7974  5.8320  0.7510
H  -6.1709  5.1577  2.5621
H  -4.5845  4.6652  3.1708
H  -5.3040  3.8307  1.7852
H  -4.5652  6.8085  1.7603
H  -5.0429  5.8514  0.3750
H  -2.5032  5.4312  2.0169
H  -2.5834  6.3188  0.5024
H  -3.3597  4.2276  -0.6868
H  -3.2676  3.3285  0.8210
H  -0.3612  4.6053  -1.1806
H  1.0305  2.8124  1.2218
H  -0.4986  2.5995  2.0264
H  0.5766  4.0706  3.4971
H  -0.3098  5.2394  2.5443
H  2.6120  4.4325  2.1802
H  2.0375  5.9202  2.8972
H  1.7938  5.0869  -0.0503
H  2.6809  6.4579  0.6028
H  0.9119  6.4687  0.6194

The energy relative to the best compared isomer or geometry (same formula, charge and spin) is 23.3 kcal/mol.

Results of the Löwdin charge analysis, in e, for atoms 1 through 99: 2.06, 0.71, 0.71, -0.66, -0.11, -0.07, -0.07, -0.13, 0.05, -0.66, -0.13, -0.06, -0.05, -0.15, -0.04, 0.07, 0.11, 0.10, 0.12, 0.10, 0.11, 0.11, 0.08, -0.02, -0.33, -0.02, -0.05, -0.22, -0.65, 0.75, -0.19, -0.60, 0.81, -0.46, -0.45, -0.16, 0.18, 0.08, 0.08, 0.06, 0.12, 0.08, 0.10, 0.70, -0.58, -0.12, -0.10, -0.12, -0.58, 0.76, -0.29, 0.07, -0.22, -0.05, -0.09, -0.10, -0.04, -0.14, -0.04, -0.77, -0.26, -0.28, 0.10, 0.10, 0.10, 0.10, 0.12, 0.10, 0.10, 0.11, 0.13, 0.12, 0.70, -0.58, -0.12, -0.09, -0.11, -0.59, 0.76, -0.29, 0.07, -0.21, -0.03, -0.08, -0.08, -0.02, -0.15, -0.06, -0.57, -0.11, -0.23, 0.11, 0.11, 0.11, 0.07, 0.12, 0.11, 0.11, 0.10


Record 5
A molecular structure, C23H12ClN4O8W at a distorted geometry. Source: the OMol25 dataset; level of theory: ωB97M-V/def2-TZVPD.

Atoms and positions in Å:
W  -0.3147  0.0548  -0.3438
Cl  -0.9664  -5.8661  3.8757
C  -0.9821  -4.6128  2.7224
C  -1.1260  -4.9251  1.3611
C  -1.1456  -3.9341  0.3967
C  -1.0044  -2.6188  0.7977
O  -1.0834  -1.6213  -0.1167
C  -0.8652  -2.2758  2.1596
C  -0.8785  -0.9211  2.5783
N  -0.7834  0.1204  1.7888
C  -1.0934  1.4220  2.2770
C  -1.0284  1.8854  3.5690
C  -1.4443  3.2001  3.8546
C  -1.9324  4.0165  2.8711
C  -1.9938  3.5596  1.5323
C  -2.5253  4.3036  0.4641
C  -2.5775  3.7475  -0.8008
C  -2.0489  2.4901  -1.0160
N  -1.5031  1.7502  -0.0280
C  -1.5348  2.2610  1.2537
C  -0.8722  -3.2967  3.1228
H  -1.2378  -5.9625  1.0730
H  -1.2881  -4.1751  -0.6480
H  -1.0371  -0.7400  3.6390
H  -0.6555  1.2669  4.3754
H  -1.3853  3.5574  4.8735
H  -2.2759  5.0159  3.1056
H  -2.9096  5.3016  0.6402
H  -3.0154  4.2819  -1.6319
H  -2.0685  2.0405  -1.9977
H  -0.7861  -3.0578  4.1753
O  -0.4997  1.5839  -4.3023
C  0.3141  1.1097  -3.6984
O  -0.8049  0.1226  -1.9718
C  1.5805  0.6529  -3.2520
C  2.4284  0.0617  -4.2094
C  3.5017  -0.6802  -3.7642
C  3.6839  -1.0117  -2.4326
C  2.8263  -0.4231  -1.5146
C  1.8788  0.5274  -1.8707
O  1.2199  1.1699  -0.9213
N  2.6544  -0.9918  -0.1846
O  3.5351  -1.4801  0.4133
O  1.4348  -1.0675  0.2581
N  4.4228  -1.2786  -4.7786
O  4.1843  -1.0013  -5.9251
O  5.2988  -1.9748  -4.3355
H  2.2564  0.1457  -5.2782
H  4.4477  -1.7330  -2.1560

Its charge is +3. The energy relative to the best compared isomer or geometry (same formula, charge and spin) is 5.1 kcal/mol.

Calculated atomic charges, method Löwdin, unit e: 1.97, 0.82, -0.63, 0.00, 0.05, -0.26, -0.19, -0.12, 0.03, -0.03, -0.19, 0.06, 0.01, 0.05, -0.11, 0.10, 0.03, -0.04, -0.05, -0.14, 0.00, 0.14, 0.15, 0.16, 0.13, 0.14, 0.15, 0.15, 0.14, 0.12, 0.14, 0.42, 0.03, -0.33, -0.05, 0.15, -0.06, 0.17, -0.03, -0.26, -0.15, -0.20, 0.31, -0.08, -0.34, 0.16, 0.16, 0.17, 0.17


Record 6
A molecular structure, C5H8O2. Source: the OMol25 dataset; level of theory: ωB97M-V/def2-TZVPD.

Atoms and positions in Å:
C  1.3316  0.1854  -0.9471
C  0.1695  0.1592  0.0408
C  -0.3958  1.4525  0.6313
C  -0.9455  -0.8275  -0.3481
C  -0.4119  -1.6310  0.8290
O  -0.6977  -2.6294  1.4164
O  0.5798  -0.7501  1.1286
H  1.4962  -0.8369  -1.3136
H  1.1467  0.8274  -1.8140
H  2.2666  0.4814  -0.4613
H  -1.1833  1.1992  1.3536
H  0.3353  2.0720  1.1588
H  -0.8770  2.0662  -0.1388
H  -1.9743  -0.4905  -0.1986
H  -0.8401  -1.2778  -1.3371

The energy relative to the best compared isomer or geometry (same formula, charge and spin) is 5.4 kcal/mol.

Calculated atomic charges, method Löwdin, unit e: -0.01, -0.50, -0.01, 0.00, -0.47, 0.14, 0.06, 0.09, 0.09, 0.09, 0.09, 0.09, 0.09, 0.13, 0.13


- What is the formula in the third record?
  C5H14


- What is the formula in the sixth record?
  C5H8O2